Record 1
11
Properties=species:S:1:pos:R:3:forces:R:3:mulliken_charge:R:1 method="wB97M-V/def2-TZVPD" largest_force_ha_per_bohr=0.0448 smiles="O=C=C(F)F.CO" total_charge=0 multiplicity=1 de_lowest_kcal_mol=58.3 e_tot_ev=-12702.559 gap_ev=9.009
F 3.597634 -0.809196 -1.135562 -0.0612 0.4340 -0.1286 -0.2070
F 4.148499 -0.786457 1.021478 -0.1753 0.6053 -0.9205 -0.2287
O 3.388570 2.338989 0.328027 -0.1784 0.2829 0.0024 -0.3319
O 0.501895 -1.101497 0.244047 -0.3829 0.3422 -1.4438 -0.4846
C 3.816885 -0.046113 -0.081690 0.3299 -1.8546 1.3266 0.0984
C 3.494509 1.200530 0.122056 0.0398 0.5080 -0.2848 0.6767
C 0.074874 -0.363549 -0.922506 -0.5979 -0.0654 -0.2369 -0.5587
H 0.547299 -0.800400 -1.783663 0.1627 -0.6172 -0.3010 0.2443
H 0.494903 0.660221 -0.934992 -0.6479 -0.1736 0.3547 0.2223
H -1.058075 -0.400419 -1.134630 1.6324 0.2552 0.7061 0.2657
H 0.324962 -0.514744 0.963937 -0.1212 0.2832 0.9259 0.3035



Record 2
12
Properties=species:S:1:pos:R:3:forces:R:3:mulliken_charge:R:1 method="wB97M-V/def2-TZVPD" largest_force_ha_per_bohr=0.1020 smiles="Cn1nnc(=O)n1O" total_charge=0 multiplicity=1 de_lowest_kcal_mol=107.4 e_tot_ev=-12188.832 gap_ev=9.688
O 1.516370 -1.136744 -0.640031 0.5637 -0.0975 4.8252 -0.3506
O -0.429900 -1.067062 -2.680032 0.4759 0.0669 0.9536 -0.4250
N 0.214458 -0.760160 -0.285036 -0.7922 -0.8236 -2.7744 0.0523
N -1.474981 0.535648 -1.174616 1.3390 -0.0143 -2.0667 -0.3230
N -0.877152 1.163875 -0.269018 -1.0846 -0.9802 0.2518 -0.2149
N 0.175513 0.485466 0.240495 -0.1027 2.5350 2.3187 0.3032
C 0.046407 0.607106 1.817830 0.1207 -2.5731 -2.5572 -0.6566
C -0.548492 -0.538206 -1.627983 -1.7016 0.8269 3.1474 0.4425
H -0.607952 -0.380459 1.970894 2.0854 2.0316 0.7362 0.3200
H 1.415855 -1.144183 -1.525342 0.4967 -0.4237 -5.2064 0.2952
H -0.544358 1.465142 2.071468 -0.2282 0.4248 -0.2374 0.2954
H 1.114232 0.769578 2.101371 -1.1722 -0.9728 0.6092 0.2616



Record 3
46
Properties=species:S:1:pos:R:3:forces:R:3:mulliken_charge:R:1 method="wB97M-V/def2-TZVPD" largest_force_ha_per_bohr=0.3090 total_charge=0 multiplicity=1 de_lowest_kcal_mol=444.8 e_tot_ev=-44395.933 gap_ev=7.374
S -0.205751 2.111343 0.909370 -6.0575 8.3261 0.2755 -0.1229
O 3.756381 -2.407539 1.337452 3.2373 -0.1185 -6.8348 -0.3684
O -3.830122 1.777482 1.222349 2.8028 -0.6319 -0.4806 -0.6070
O -3.994422 -2.567634 -0.943487 0.9176 -2.1237 -2.0196 -0.0862
O 0.818071 2.420263 -1.482221 -1.2858 0.2128 -2.3055 -0.5126
N -2.539660 -0.198735 1.151593 -3.1391 3.4621 -1.6918 -0.0068
N 1.916708 0.668935 0.589282 5.4572 1.2222 -2.1663 0.1240
N -2.860315 -2.128653 -0.475452 2.8905 4.2436 4.6089 -0.5345
N 1.214536 -1.240110 1.445749 2.9571 -0.6264 -2.7445 -1.1608
N 0.276043 -0.353265 1.343920 -2.6479 1.0843 3.0247 0.0413
C 5.584451 -1.789337 -0.138778 -5.1844 -7.5797 5.6470 -1.1073
C 2.267501 0.650869 -2.362569 2.8845 13.3199 -8.1736 -1.0691
C 0.110206 1.603120 -2.631836 3.4808 -6.6689 8.9203 -0.6258
C 4.983260 -2.863693 0.513039 0.6749 -1.2214 5.6653 -0.4700
C 2.324145 -0.758441 0.794726 -5.6853 4.7310 1.3923 0.2421
C -2.746650 1.192107 1.333475 -1.2464 -1.3027 3.1132 0.5796
C -1.507434 1.750136 2.180917 -5.2099 7.5971 -7.3547 -1.0816
C 1.178821 0.788385 -3.357109 -2.7108 -0.1082 -2.5549 -0.2715
C 3.522567 -1.369602 0.440833 -0.2398 1.0887 2.8829 0.6227
C 4.594551 -0.994782 -0.322572 -5.1175 3.2389 0.7034 -0.3286
C -4.515562 -0.513768 -0.112912 -4.2390 -2.0778 -1.7688 -0.3221
C 2.776648 1.886343 -0.205636 -5.8981 -2.9104 3.4676 -1.8211
C 0.702568 0.907297 1.030779 4.6716 -11.0780 -0.1941 0.6781
C -3.251923 -0.867991 0.200306 1.9348 -3.3780 -0.9143 0.3977
C 2.119205 2.050753 -1.456270 4.2027 -1.3986 -6.3943 0.9770
C -4.857084 -1.688049 -0.859328 -6.8266 3.9985 0.2846 0.4282
C -6.229727 -2.076408 -1.425024 -1.0860 1.0929 -2.5624 -1.0489
H -6.478133 -3.084213 -1.108468 -0.6157 0.1973 0.9388 0.3173
H -7.136349 -1.247854 -1.421467 2.5813 -2.2808 0.6417 0.2620
H 1.309122 1.569556 -4.242401 0.9155 -2.4403 1.0589 0.2175
H -0.719804 1.956195 -3.012720 -3.5893 2.7263 -2.1009 0.7135
H 6.383962 -1.956677 -0.551648 8.5263 -0.8949 -4.4473 0.6856
H 4.841612 -0.150156 -0.795225 -0.6109 3.4949 -2.0698 0.5831
H 3.712216 1.627862 0.043506 3.6075 -0.4570 -0.2844 0.6846
H -0.303169 0.729987 -1.692064 0.2848 2.1367 -3.1118 -0.0481
H 3.301379 0.627620 -2.982208 -1.9948 0.4238 1.5347 0.1909
H -5.370541 0.182211 0.250974 2.4107 -1.1561 -0.7351 0.2490
H -6.174035 -2.357623 -2.551223 0.4151 0.9979 1.4389 0.2768
H -1.977725 2.813206 2.568864 1.5743 -2.4085 -1.0812 0.2691
H 2.839816 2.885119 -1.974236 -1.5592 -1.5532 0.5844 0.2054
H 0.762371 -0.392858 -3.687797 0.9788 3.9282 0.5813 0.2437
H -1.167629 1.308009 2.929955 2.7185 -4.6276 6.2686 0.7102
H 2.392479 2.707513 0.291301 0.0721 1.9130 2.0738 0.4540
H 5.266602 -3.766158 1.098061 0.5456 0.6891 -1.1754 0.4058
H 2.315466 -0.095142 -1.899781 -0.1507 -11.1510 7.3538 0.6957
H -1.659535 -0.399706 1.401702 4.3522 -1.9313 0.7055 0.3387



Record 4
84
Properties=species:S:1:pos:R:3:forces:R:3:mulliken_charge:R:1 method="wB97M-V/def2-TZVPD" largest_force_ha_per_bohr=0.1085 total_charge=-1 multiplicity=1 de_lowest_kcal_mol=57.4 e_tot_ev=-88775.135 gap_ev=7.770
S 9.649560 -19.685160 -10.565470 -0.0533 0.0853 -3.0381 0.6221
S 11.423000 -14.002970 -12.477010 0.9225 1.3342 0.7689 0.4132
S 4.812750 -18.089730 -7.515340 -2.3283 2.1537 -2.8567 0.4383
O 5.282600 -10.484460 -7.996290 -1.2826 2.4996 0.1315 -0.4028
O 10.750580 -17.477130 -6.165180 0.2909 0.1915 -1.9337 -0.2052
O 8.170990 -15.282710 -9.148490 -0.3248 -0.2859 0.3258 0.1041
O 11.065400 -12.511590 -7.026920 1.0854 2.5239 1.4222 -0.5230
O 2.293230 -13.720320 -10.647810 2.3154 -0.0340 -0.5251 -0.6475
O 10.960930 -10.985080 -5.353580 -1.8499 -0.9066 -1.2394 -0.6004
O 8.882820 -20.299550 -11.755830 0.5581 0.9672 1.9482 -0.7097
O 10.023830 -19.024380 -4.848820 -0.2056 -1.4654 1.0004 -0.3953
O 6.599610 -10.609840 -9.735710 0.5914 0.0743 -0.7670 -0.4317
O 3.435860 -18.291790 -8.169740 1.2979 -0.9067 1.3240 -0.7026
O 5.001630 -9.061260 -9.752500 0.5602 -0.6121 1.1345 -0.5860
O 12.664920 -13.126420 -12.578290 -1.1723 -1.1453 0.0392 -0.6691
O 9.233240 -12.447690 -5.853050 -0.6100 1.1236 1.2013 -0.4285
O 4.272930 -14.870810 -10.497680 -1.8227 1.1846 -0.2615 -0.1176
O 11.868740 -17.887700 -4.266530 -1.4926 -0.6782 -1.6873 -0.6352
O 3.965750 -13.330150 -12.059730 0.3162 1.7765 -1.5128 -0.3560
C 11.410890 -19.927710 -11.124300 -0.0657 0.5775 0.8658 -0.8889
C 5.597330 -9.930140 -9.166750 -1.4384 0.5583 -1.6379 0.5756
C 5.403620 -14.963690 -11.313350 0.5294 -0.3662 -0.1942 0.2584
C 9.125310 -13.632930 -6.630790 -0.8674 -0.2262 -0.8193 0.9531
C 9.794080 -18.172650 -6.963670 -0.7935 -0.8334 0.1027 0.5015
C 9.588010 -17.829350 -10.736630 -0.1461 -0.6582 -0.5159 -0.5663
C 7.884200 -19.445310 -5.774700 -0.9165 -0.5867 -0.5026 -1.3065
C 3.433510 -13.893960 -11.057630 -3.6588 -2.3127 3.5199 0.5240
C 10.138000 -12.960280 -11.674970 -0.6396 -0.5977 -0.2159 -0.4947
C 7.160850 -11.489600 -8.809880 0.5637 -0.8918 1.5614 0.5626
C 6.318180 -12.833700 -12.299830 -0.2396 -1.8636 -0.7923 -0.9946
C 5.872060 -17.983480 -8.995950 0.1070 -0.8885 -0.4396 -0.6259
C 10.982640 -18.157090 -5.070170 2.0741 1.4643 3.3406 0.5790
C 6.199270 -11.433050 -7.605390 0.0647 -1.9494 -0.1796 0.4968
C 4.778900 -16.275120 -7.338070 0.7763 0.4865 0.8365 -0.4366
C 11.644090 -15.143180 -11.055970 0.4494 0.8586 0.3057 -0.1282
C 11.250550 -14.801520 -7.560160 -0.8402 0.5990 -0.0996 -1.2606
C 5.227600 -13.902540 -12.361650 0.2697 1.2649 -0.0665 0.1472
C 5.401680 -12.734800 -7.363190 1.5784 0.3205 0.6611 -0.8139
C 10.407320 -11.829620 -6.028110 2.4729 -1.1024 0.3087 0.6080
C 10.337140 -13.576800 -7.528190 0.3023 -0.9066 -1.0108 1.5717
C 9.324640 -19.346980 -6.051350 1.2684 0.8356 0.5335 0.4750
H 9.298410 -13.609340 -11.426140 0.0164 -0.3279 0.1962 -0.2089
H 7.247730 -12.531060 -9.119560 0.0119 0.0250 -0.7156 -0.3190
H 5.360240 -17.556070 -9.858190 -0.6316 0.4646 0.5374 0.3545
H 11.827040 -20.635230 -10.407130 0.2321 -0.0752 -0.3109 0.3222
H 6.251780 -14.803340 -10.647760 0.6053 -0.5464 -0.3856 -0.1241
H 6.145000 -12.097450 -13.084710 0.3630 0.2786 0.4387 0.4411
H 11.523630 -15.090120 -6.545150 -0.0093 -0.0735 -0.1040 0.4419
H 9.958770 -17.539660 -11.719850 0.2549 -0.3002 -0.0591 0.5824
H 7.613800 -20.364100 -5.254310 0.1704 0.0052 0.0999 0.3991
H 7.180430 -13.469940 -12.499420 0.5687 0.4723 -0.4493 0.3131
H 8.145960 -11.139750 -8.501230 0.1374 0.0781 -0.2181 0.0473
H 4.812380 -12.632380 -6.451960 -0.2059 -0.0322 -0.1839 0.4138
H 6.492980 -12.499880 -11.277040 -0.5200 0.4487 -0.2530 -0.0433
H 4.462110 -15.968130 -6.341330 -0.0273 -0.2204 0.0730 0.5609
H 10.658780 -15.356910 -10.641750 0.0590 -0.2785 -0.0577 -0.5012
H 9.714380 -12.261970 -12.396770 0.5103 0.1135 -0.1586 0.5021
H 6.804150 -17.427410 -8.895530 0.1092 -0.4903 0.3065 -0.0674
H 7.457920 -19.531430 -6.774180 -0.6634 0.2077 0.0754 0.2470
H 4.133890 -15.776730 -8.061720 -0.1674 -0.7130 -0.2511 0.2396
H 9.037850 -14.520040 -6.003520 0.3013 0.1242 0.2286 0.1831
H 10.662860 -15.572010 -8.059220 0.2301 -0.2321 0.0177 -0.1359
H 5.003400 -14.389750 -13.310570 0.9370 0.4076 -0.4270 0.4470
H 6.758720 -11.106430 -6.728790 -0.3064 -0.0887 0.2518 0.2551
H 11.969810 -18.992670 -11.086840 -0.0543 0.0748 0.3627 0.2039
H 10.168440 -17.324910 -9.964150 -0.1622 -0.2579 0.1283 0.0423
H 5.373190 -15.861390 -11.930850 0.4589 -0.7828 0.9647 0.2811
H 5.783510 -15.890020 -7.512860 0.1423 0.0510 0.2008 -0.2663
H 5.984020 -19.017870 -9.320930 0.6056 -0.1484 0.1907 0.5356
H 4.808460 -13.087000 -8.207080 0.0149 0.3425 -0.0621 0.1523
H 8.557130 -17.475740 -10.717580 -0.0259 -0.2101 0.4809 0.0577
H 10.421980 -12.439690 -10.760390 0.5484 -0.1106 -0.1768 0.3064
H 10.230290 -18.646410 -7.843080 0.2726 0.6247 -0.1418 -0.1979
H 7.557040 -15.905870 -8.713430 0.5046 0.6898 -0.3170 -0.8560
H 12.286610 -16.000890 -11.254920 -0.5121 -0.1868 -0.6424 0.4322
H 11.494700 -20.262220 -12.158310 -0.6592 -0.2864 0.1855 0.3305
H 7.476930 -18.608170 -5.207760 0.1049 0.1607 -0.3071 0.3351
H 10.060880 -13.258050 -8.533270 -0.2993 -0.5736 -0.2010 -0.6056
H 8.221950 -13.576680 -7.238150 0.0966 -0.1492 0.0996 -0.8689
H 12.235520 -14.616190 -10.307240 -0.2508 0.4839 0.0058 0.2709
H 12.145150 -14.543280 -8.126810 -0.0159 -0.1603 0.0442 0.3452
H 8.992960 -17.483230 -7.230150 0.0763 0.0204 -0.1516 -0.0826
H 9.752360 -20.300550 -6.360950 -0.2091 -0.0312 -0.4089 0.2739
H 6.186910 -13.465220 -7.168290 -0.2586 -0.4596 0.0582 0.0562